No. 1
DFT (ωB97M-V/def2-TZVPD) results for a cluster of 10 separate species, C23H69N17O12 in total at a distorted geometry.

```
121
Properties=species:S:1:pos:R:3:forces:R:3:mulliken_charge:R:1
C 0.164831 3.282085 -3.328372 -0.547 -0.910 -0.254 -1.568
C 1.658227 3.009209 -3.308763 0.038 0.148 1.399 0.769
C 2.302037 3.684378 -2.060940 0.153 1.011 -1.575 -0.655
O 3.716340 3.587310 -2.176034 1.337 -1.393 1.561 -0.397
C 4.383115 2.734643 -1.203026 -1.655 -0.151 0.046 -0.666
N 1.777496 1.536083 -3.176807 -0.389 0.363 -0.053 -0.632
H -0.131232 4.311820 -3.128116 0.008 -0.150 -0.158 0.325
H -0.353866 2.572044 -2.684252 0.230 0.417 1.102 0.437
H -0.289029 2.869732 -4.229525 0.210 0.796 -0.804 0.413
H 2.124502 3.428784 -4.200192 0.177 -0.090 -0.090 0.198
H 1.751076 3.386126 -1.168987 0.742 -0.799 0.402 0.240
H 2.258978 4.772919 -2.024200 -1.148 0.248 -0.629 0.336
H 5.106230 3.199732 -0.533030 0.328 0.600 -0.703 0.307
H 4.785889 1.840107 -1.678083 0.206 0.151 -0.088 0.260
H 3.609081 2.416142 -0.504794 -0.039 -0.401 0.028 0.239
H 2.633981 1.084502 -3.464227 0.278 0.507 -0.113 0.194
H 1.036994 1.156457 -3.749212 0.036 -0.372 -0.070 0.210
C -4.788343 0.434879 2.673417 0.520 0.362 0.605 -0.717
O -4.343097 1.024239 3.887625 -1.128 0.153 0.518 -0.304
C -4.889973 2.310033 4.048719 0.589 1.039 1.009 -0.569
C -4.901893 2.827761 5.519289 -0.786 -1.595 -0.196 -0.758
N -3.722715 3.376470 6.065557 1.620 1.051 0.899 -0.230
C -3.867564 3.863409 7.495368 0.419 1.117 -1.561 -0.618
C -2.539552 4.636180 7.850282 -0.379 -1.808 1.046 -0.455
O -2.375835 5.013869 9.248690 -1.955 1.404 -0.895 -0.362
C -3.434245 5.899537 9.825473 1.321 -1.003 0.185 -0.701
H -4.313192 1.023879 1.888931 0.171 -0.636 -0.626 0.296
H -5.864108 0.505479 2.512648 -0.236 0.030 0.305 0.309
H -4.512249 -0.614666 2.775045 0.185 0.137 -0.664 0.251
H -5.913156 2.444385 3.697811 -0.376 -0.795 -0.022 0.391
H -4.354084 3.015335 3.413533 0.498 0.319 -0.099 0.351
H -5.058315 1.990764 6.199775 -1.020 -0.336 -0.323 0.327
H -5.720673 3.545938 5.563183 -0.535 0.037 0.170 0.399
H -3.519264 4.167020 5.470807 0.593 0.448 0.251 0.209
H -4.201984 3.074625 8.169234 0.776 -0.346 -0.048 0.361
H -4.695157 4.571455 7.538471 -0.288 0.363 -0.033 0.371
H -2.348498 5.394145 7.090618 -0.356 0.731 0.373 0.309
H -1.724917 3.929597 7.691528 0.022 -0.116 0.122 0.299
H -4.432327 5.462254 9.798554 0.088 -0.186 -0.279 0.290
H -3.473841 6.931526 9.476867 0.273 -0.143 -0.752 0.289
H -3.148769 5.994129 10.873163 0.020 -0.236 0.002 0.263
C 0.847424 3.402090 2.573484 1.838 -0.476 0.056 -0.861
O 1.593824 4.517934 3.147862 -2.630 -0.302 -2.038 -0.279
C 2.148240 4.236519 4.402000 -1.474 -0.878 -1.679 -0.503
C 2.493851 5.516690 4.986557 2.417 0.909 1.264 -0.719
N 3.772418 6.090877 4.482499 -0.666 -1.662 0.755 -0.394
C 3.699317 6.727728 3.210549 0.461 3.151 -0.184 -0.449
C 5.015000 7.475885 2.920910 0.557 0.084 0.300 -0.676
O 5.289801 8.537339 3.879707 -0.282 -0.189 0.356 -0.319
C 6.517664 9.295799 3.729441 -0.755 -1.591 -0.764 -0.673
H 0.215154 2.815578 3.240068 0.131 0.375 0.713 0.330
H 1.656836 2.755790 2.233987 -0.191 -0.682 -0.141 0.314
H 0.222372 3.546042 1.692195 0.238 1.257 0.078 0.290
H 2.970559 3.547099 4.210698 0.359 -0.057 0.756 0.327
H 1.356048 3.802098 5.011751 0.097 -0.494 0.298 0.396
H 2.666856 5.185487 6.010505 0.272 0.761 0.494 0.405
H 1.688746 6.251456 4.982391 -0.355 -0.161 -0.191 0.334
H 4.077685 6.770011 5.164916 0.202 0.144 -0.119 0.258
H 3.006072 7.565656 3.284000 -0.822 0.170 -0.270 0.275
H 3.416866 6.186841 2.307357 0.148 -0.697 0.524 0.391
H 4.982292 7.934293 1.932532 -0.039 -0.094 -0.221 0.429
H 5.771867 6.691860 2.944538 0.627 0.214 0.030 0.337
H 6.487697 10.243947 4.266310 -0.478 -0.176 -0.074 0.225
H 6.658991 9.432723 2.657360 0.230 0.466 -0.075 0.281
H 7.365306 8.716596 4.095679 0.095 -0.090 0.116 0.274
C -0.931851 -3.287853 -2.166629 -1.904 -3.330 2.068 0.713
O -1.638384 -4.062605 -1.478111 0.773 1.213 -1.506 -0.688
N -0.237766 -3.669024 -3.230396 1.259 -0.932 -1.998 -0.333
N -0.791855 -2.021155 -1.833999 0.059 2.553 0.631 -0.341
H -0.237635 -4.634089 -3.528328 -0.053 0.161 0.367 0.190
H 0.282252 -3.016338 -3.799327 -0.231 -0.190 0.173 0.124
H -0.111274 -1.446882 -2.310574 -0.540 0.246 0.229 0.133
H -1.597970 -1.652176 -1.350140 0.579 0.331 0.038 0.201
C 0.470925 -3.973005 3.361916 -0.383 -3.888 -4.119 0.651
O 0.455727 -4.821789 2.443367 0.435 1.516 1.116 -0.649
N 1.272067 -3.979790 4.375681 3.143 -0.707 3.309 -0.393
N -0.341115 -2.966934 3.448358 -3.069 2.875 -0.749 -0.361
H 0.904578 -3.503142 5.186778 1.034 -0.417 0.228 0.165
H 2.008131 -4.670937 4.400499 -0.417 0.075 0.458 0.228
H -0.438347 -2.503103 4.340268 -0.389 0.394 -0.783 0.152
H -0.919613 -2.808883 2.635665 -0.325 0.156 0.581 0.209
C -2.665969 -1.929235 -7.360775 -0.106 2.021 1.037 0.614
O -2.724715 -1.086237 -6.496861 -0.525 0.527 1.386 -0.644
N -1.544781 -2.303799 -7.888358 6.468 -1.793 -1.673 -0.411
N -3.666956 -2.434170 -8.024353 -4.108 -1.550 -1.218 -0.384
H -1.318013 -3.169844 -8.355932 -1.196 -0.117 -0.131 0.204
H -0.650929 -2.035591 -7.502105 -0.526 0.792 0.510 0.205
H -4.599134 -2.286359 -7.664774 0.206 0.039 -0.301 0.222
H -3.542871 -2.837991 -8.941761 -0.154 0.090 0.424 0.191
C 3.380885 -4.212485 -7.854854 -0.754 0.957 0.200 0.659
O 2.990688 -3.548464 -6.947605 -1.172 1.851 2.615 -0.630
N 3.049117 -5.464071 -8.013921 -0.839 -3.798 0.104 -0.358
N 4.016562 -3.710566 -8.872966 2.723 1.528 -3.197 -0.395
H 2.190688 -5.718731 -7.546644 0.554 -0.638 0.017 0.192
H 3.552691 -6.054061 -8.660777 -0.708 -0.102 0.212 0.166
H 4.433295 -4.342534 -9.541577 -0.120 0.603 -0.131 0.146
H 4.158561 -2.713978 -8.955103 0.262 -0.396 0.232 0.213
C -6.511066 -6.799541 -1.391315 1.076 -5.752 0.452 0.615
O -5.560107 -7.568655 -1.476737 -0.070 0.319 -0.508 -0.648
N -6.475547 -5.538457 -1.308559 1.662 6.323 -0.292 -0.380
N -7.768572 -7.196511 -1.250035 -2.908 -1.598 0.086 -0.392
H -7.361174 -5.063774 -1.410754 0.786 0.519 -0.244 0.194
H -5.621560 -5.170764 -1.703045 -0.157 0.731 0.318 0.262
H -8.027930 -8.169595 -1.327197 0.033 0.415 0.255 0.209
H -8.417818 -6.467322 -0.991453 -0.419 -0.985 -0.063 0.139
C -1.081779 -8.662179 -5.978602 0.913 1.636 2.414 0.724
O -0.894382 -8.525564 -4.770882 -0.982 -0.040 -0.719 -0.634
N -0.309680 -9.377686 -6.734730 2.600 -2.979 -1.783 -0.425
N -1.885304 -7.947585 -6.766671 -2.500 1.817 0.506 -0.433
H -0.600951 -9.495437 -7.694635 0.819 -0.593 0.308 0.158
H 0.442929 -9.866449 -6.271294 -0.197 -0.232 -0.552 0.226
H -2.502692 -7.362770 -6.221758 -0.318 0.125 -0.786 0.232
H -1.916071 -8.058404 -7.770102 -0.325 0.282 0.563 0.159
C 4.163336 -6.377976 -1.612360 -6.483 -2.643 1.597 0.675
O 3.041705 -6.917406 -1.509745 1.005 0.352 -1.168 -0.682
N 4.453620 -5.329177 -2.264923 0.883 5.436 -4.548 -0.330
N 5.107225 -6.695841 -0.825276 5.542 -2.618 4.198 -0.382
H 5.326174 -4.846025 -2.105817 -0.364 -0.111 -0.159 0.151
H 3.815893 -4.876082 -2.903763 -0.034 -0.375 0.264 0.206
H 6.032343 -6.306101 -0.936439 -0.203 -0.232 0.138 0.148
H 5.032636 -7.455530 -0.163899 -0.312 0.183 -0.375 0.214
```
Forces are in eV/Å.

- SMILES string: COC[C@H](C)N.COCCNCCOC.COCCNCCOC.NC(N)=O.NC(N)=O.NC(N)=O.NC(N)=O.NC(N)=O.NC(N)=O.NC(N)=O

No. 2
DFT (ωB97M-V/def2-TZVPD) results for a structure of composition C23H70N5O11Zr at a distorted geometry.

```
110
Properties=species:S:1:pos:R:3:forces:R:3:mulliken_charge:R:1
Zr 4.871667 4.601387 -3.102866 -0.359 -0.087 0.253 1.674
C 0.891277 0.472837 -0.730206 2.082 1.012 -2.563 -0.308
O 1.830397 1.278067 -1.415116 -1.261 -0.910 0.669 -0.340
H -0.081683 0.457967 -1.221376 -0.181 0.206 0.226 0.231
H 1.323877 -0.519183 -0.600336 -0.092 -0.158 0.547 0.220
H 0.883907 1.040117 0.200514 -0.395 0.009 1.049 0.240
C -0.708263 -4.441423 -5.432686 -1.114 -1.597 2.440 -1.390
C 0.394897 -3.725563 -6.064756 1.861 1.357 0.362 0.441
C 1.824767 -4.329773 -5.863376 -0.831 0.995 -0.626 -0.792
O 2.694367 -3.410133 -6.464206 1.169 0.357 -0.587 -0.263
C 4.053157 -3.833063 -6.462476 0.344 0.331 0.419 -0.776
N 0.094837 -3.642313 -7.480916 0.295 -0.368 0.298 -0.605
H -0.344973 -5.441763 -5.197226 -0.718 -0.572 -0.447 0.318
H -1.644673 -4.397903 -5.988876 0.187 -0.547 -0.214 0.399
H -1.033053 -4.084873 -4.455196 0.391 0.432 0.238 0.315
H 0.433927 -2.742193 -5.596206 0.270 0.459 -0.367 0.225
H 1.969867 -5.265243 -6.403686 -0.417 -0.571 0.316 0.395
H 2.080657 -4.403283 -4.806386 -0.175 -0.408 0.262 0.426
H 4.307367 -4.772563 -6.953216 -0.740 -0.341 -0.152 0.318
H 4.406147 -3.913573 -5.434366 0.067 -0.089 0.272 0.318
H 4.702597 -3.109053 -6.954536 -0.476 0.365 -0.040 0.260
H -0.914993 -3.655573 -7.468096 -0.219 0.463 -0.908 0.266
H 0.323477 -4.595343 -7.725006 0.118 -0.260 -1.264 0.307
C 6.692707 0.344457 5.401654 -1.075 -0.010 2.011 -1.559
C 7.203147 -0.503863 4.271114 -0.061 1.217 -1.252 0.732
C 6.314177 -1.560933 3.560374 0.363 -0.722 0.503 -0.734
O 7.196847 -2.396783 2.762304 -0.980 0.473 -0.934 -0.334
C 6.613847 -2.890783 1.510014 0.534 0.428 0.831 -0.701
N 7.565427 0.433597 3.218414 -0.451 -0.622 -0.488 -0.559
H 5.869477 1.050177 5.290554 -0.482 -0.413 -1.220 0.363
H 7.390987 1.059327 5.836914 0.913 -0.498 -0.252 0.407
H 6.349317 -0.244943 6.251824 0.217 -0.304 0.062 0.358
H 8.110277 -1.039123 4.551684 0.017 -0.290 0.503 0.210
H 5.506577 -1.120043 2.975994 0.227 0.300 -0.284 0.359
H 5.825117 -2.192213 4.302264 0.055 -0.157 0.229 0.365
H 6.562737 -2.121443 0.739564 -0.253 0.516 0.221 0.284
H 5.624447 -3.314683 1.681774 0.028 -0.067 0.017 0.308
H 7.279467 -3.626453 1.058554 0.051 -0.208 0.614 0.283
H 7.937187 -0.134713 2.470794 0.570 0.684 -0.399 0.219
H 8.063097 1.265527 3.501804 0.338 -0.320 -0.148 0.237
C -5.984443 7.708537 -4.213786 -0.007 0.082 -0.102 -1.459
C -4.840533 6.727907 -4.480046 -0.863 1.132 0.611 0.538
C -4.255443 6.202987 -3.143916 -0.201 0.247 -1.488 -0.668
O -3.406183 7.183557 -2.638736 0.632 1.650 1.707 -0.346
C -3.922583 7.880597 -1.471216 -1.750 -1.228 -0.562 -0.780
N -5.316443 5.688917 -5.348546 0.927 -0.758 -0.285 -0.673
H -6.655423 7.306657 -3.454586 0.028 0.177 0.203 0.314
H -6.613713 7.863657 -5.090186 0.188 -0.052 -0.202 0.390
H -5.573503 8.682347 -3.947466 -0.222 -0.028 0.330 0.353
H -4.067553 7.330737 -4.956696 0.543 -0.107 -0.047 0.209
H -3.614333 5.347977 -3.358456 -0.203 -0.426 0.120 0.329
H -5.087333 5.957327 -2.483846 0.131 -0.253 0.233 0.393
H -4.128813 7.152297 -0.686906 1.013 -0.076 0.580 0.350
H -4.969003 8.136567 -1.637286 -0.073 0.666 -0.591 0.310
H -3.419203 8.790687 -1.144966 0.565 -0.508 -0.408 0.290
H -4.531143 5.062697 -5.454666 0.039 -0.835 0.125 0.264
H -5.362273 6.052897 -6.289566 -0.737 0.313 -0.218 0.302
C -2.661923 5.825327 7.000304 -0.116 -1.539 -0.630 -1.389
C -1.454763 4.836697 7.094604 -0.204 2.377 -0.799 0.447
C -1.461213 3.758067 5.908194 -0.380 0.483 0.521 -0.553
O -2.471493 2.768747 6.037614 1.571 -0.273 2.251 -0.314
C -2.181463 1.932747 7.213354 -0.887 -0.864 -1.168 -0.768
N -0.208593 5.702407 7.048524 -1.090 -2.112 -0.351 -0.693
H -2.851193 6.544057 7.797604 0.663 -0.098 0.133 0.403
H -3.573983 5.231937 6.936014 -0.120 -0.065 -0.010 0.323
H -2.571743 6.329867 6.038324 0.027 0.264 0.109 0.364
H -1.421833 4.325027 8.056484 -0.317 -0.454 -0.026 0.294
H -0.468763 3.307427 5.900254 0.223 -0.278 0.109 0.318
H -1.636533 4.133437 4.900004 0.066 0.808 0.271 0.307
H -2.512923 2.311707 8.180114 -0.290 0.436 -0.253 0.300
H -1.149233 1.606767 7.341164 0.433 0.612 -0.462 0.345
H -2.698053 0.999257 6.990134 -0.335 0.109 0.281 0.284
H 0.508747 5.028077 7.273914 0.804 0.360 0.014 0.272
H -0.246413 6.379797 7.796734 -0.056 0.230 0.036 0.291
C 2.560037 -9.611853 1.706014 -0.421 1.264 -0.655 -1.286
C 1.759507 -8.607013 2.633434 -1.262 -1.720 -0.209 0.548
C 0.453937 -8.065783 2.037464 -0.731 0.710 -1.466 -0.822
O -0.211533 -7.038323 2.777204 0.074 0.079 0.064 -0.312
C -1.159823 -6.235403 2.013134 1.215 -0.718 0.554 -0.664
N 1.409977 -9.489263 3.709594 0.415 0.274 2.083 -0.562
H 2.032447 -10.534423 1.463914 -0.433 0.180 0.505 0.378
H 3.496657 -9.903763 2.181014 0.015 0.274 -0.066 0.370
H 2.725007 -9.151953 0.731654 0.491 0.161 0.044 0.344
H 2.348147 -7.748343 2.956384 0.422 0.134 -0.039 0.249
H -0.311433 -8.795313 1.772724 0.231 -0.803 0.438 0.401
H 0.685347 -7.655723 1.054404 0.429 0.298 -0.306 0.359
H -1.567413 -5.522863 2.730254 0.090 -0.009 -0.251 0.247
H -1.966593 -6.789573 1.533434 -0.021 -0.444 0.269 0.303
H -0.590443 -5.767533 1.210004 -0.055 0.416 -0.030 0.300
H 2.215917 -9.772693 4.248334 0.647 -0.707 -0.510 0.257
H 0.861597 -9.142933 4.483834 -1.114 0.571 -0.410 0.252
C -7.931533 -0.817073 -2.622806 -2.098 -1.258 -1.955 -0.269
C -9.104423 -1.895363 -2.252946 0.553 1.317 0.007 -0.381
O -10.282013 -1.789453 -3.001746 0.281 -0.439 -1.216 -0.472
O -8.544903 0.444197 -2.626936 -0.513 0.927 1.865 -0.534
H -7.706383 -0.872573 -3.687856 0.442 -1.406 -0.113 0.272
H -7.019403 -1.030723 -2.065606 -0.160 0.556 0.630 0.281
H -9.504473 -1.732203 -1.252226 0.994 0.163 0.754 0.292
H -8.742583 -2.919813 -2.340406 0.073 0.136 -0.089 0.320
H -10.591153 -0.881873 -3.049826 0.162 0.342 0.178 0.332
H -8.142683 1.091557 -3.210666 0.244 -0.335 -0.067 0.310
O 5.465727 4.590557 1.272864 -0.070 0.001 -0.611 -0.657
H 5.717887 3.868057 1.847894 0.139 -0.269 0.162 0.324
H 5.041847 5.222627 1.853424 -0.102 0.246 0.178 0.336
O 4.652277 1.741127 -6.537626 0.039 0.402 0.512 -0.666
H 4.051767 0.996877 -6.578946 -0.223 -0.248 -0.031 0.334
H 5.198547 1.652377 -7.318616 0.192 0.010 -0.275 0.340
O 1.949097 6.966937 -1.254866 0.504 -0.413 -0.274 -0.651
H 1.007617 6.800907 -1.207196 -0.345 -0.058 -0.049 0.331
H 2.088317 7.724247 -0.686226 0.074 0.289 0.153 0.334
```
Forces are in eV/Å.

- Relative energy (zero: lowest compared OMol25 entry of this formula, charge and spin): 1661.2 kJ/mol
- Net charge: +3

The following HOMO-LUMO gap values (in eV) correspond, in order, to the records above: 8.6659, 1.0820.
The following HOMO values (in eV) correspond, in order, to the records above: -8.59, -13.65.
The following electronic energy values (in hartree) correspond, in order, to the records above: -2751.33764, -2064.97934.